Entry 1:
A molecular structure, C41H40N12O2Sr, computed with ωB97M-V/def2-TZVPD.

```
96
Properties=species:S:1:pos:R:3:forces:R:3
Sr -0.8531 0.0440 -0.2545 -0.57 0.00 -0.30
C -0.2358 4.8820 0.5246 0.03 -0.01 0.02
C -0.9195 3.6794 0.4621 0.07 -0.01 -0.10
N -0.3708 2.5344 0.8613 0.01 0.00 0.03
C 0.8717 2.5877 1.3569 0.04 -0.10 0.06
C 1.5640 3.8002 1.3693 0.00 0.00 -0.02
N 1.0188 4.9343 0.9566 0.02 0.01 0.01
C 1.4405 1.3264 1.9273 0.04 0.07 -0.16
C 2.5404 1.3214 2.7616 -0.10 -0.04 0.22
C 2.8905 0.1254 3.3942 0.00 0.03 -0.03
C 2.1376 -1.0104 3.1215 -0.01 0.05 0.09
C 1.1183 -0.9564 2.1771 -0.03 -0.09 0.00
N 0.7899 0.2012 1.6102 0.19 0.07 0.16
C 0.3178 -2.1968 1.6741 0.03 0.11 0.07
C 0.3747 -3.3148 2.7226 -0.04 -0.05 -0.14
N -0.6258 -3.9318 3.1983 -0.01 -0.04 0.05
C -1.9020 -3.5543 2.7917 0.00 0.00 0.02
C -2.0440 -2.5045 1.9537 0.08 -0.06 -0.10
N -1.0607 -1.7679 1.3917 0.03 -0.12 0.27
C 4.0297 0.0745 4.3400 -0.04 0.01 -0.02
C 4.8625 -1.0360 4.3929 0.03 -0.05 -0.01
C 5.9238 -1.0354 5.2862 -0.01 0.04 0.02
N 6.1874 -0.0248 6.1087 -0.02 0.01 -0.01
C 5.3834 1.0335 6.0605 0.02 -0.05 -0.01
C 4.3021 1.1334 5.1978 -0.01 0.03 0.02
H -0.6963 5.8108 0.2122 0.00 0.00 0.00
H -1.9262 3.6373 0.0618 0.00 0.00 0.00
H 2.5902 3.8585 1.7084 0.00 -0.02 0.01
H 3.0989 2.2220 2.9726 -0.02 0.00 0.01
H 2.3498 -1.9255 3.6552 0.00 -0.01 -0.01
H 1.3626 -3.6452 3.0385 0.01 -0.01 -0.02
H -2.7370 -4.1058 3.1951 0.01 -0.01 0.00
H -3.0650 -2.2294 1.6646 0.01 -0.01 -0.01
H 4.7114 -1.8843 3.7373 0.00 0.00 0.00
H 6.5935 -1.8854 5.3410 0.00 0.00 0.00
H 5.6109 1.8408 6.7465 0.00 0.00 0.00
H 3.6716 2.0129 5.2253 0.01 0.00 0.00
C -2.9273 -2.1445 -1.8945 0.01 -0.01 0.03
N -1.4724 -2.0468 -1.8145 0.03 -0.05 0.07
C -0.9221 -1.9047 -3.1646 -0.05 0.02 -0.02
C -0.9461 -3.2545 -1.1321 0.09 -0.01 -0.01
C 0.5332 -3.1697 -0.7973 -0.03 0.03 0.01
C 1.3866 -3.6658 -1.7923 -0.01 0.02 0.01
C 2.7581 -3.7252 -1.6490 0.02 0.00 0.04
C 3.3158 -3.3024 -0.4521 -0.01 -0.02 -0.05
C 2.4912 -2.8157 0.5441 -0.02 0.02 0.04
C 1.0981 -2.7109 0.4106 -0.03 0.00 0.00
H -3.2507 -3.0088 -2.4893 -0.01 0.00 0.00
H -3.3367 -1.2429 -2.3582 0.00 -0.01 0.00
H -3.3352 -2.2547 -0.8871 0.01 -0.01 0.00
H -1.1464 -2.7808 -3.7877 0.00 0.00 0.00
H 0.1575 -1.7757 -3.1236 0.00 -0.01 0.00
H -1.3579 -1.0248 -3.6417 0.00 0.00 0.01
H -1.0893 -4.1218 -1.7916 -0.01 0.00 -0.01
H -1.5361 -3.4236 -0.2386 -0.01 -0.01 0.00
H 0.9411 -4.0510 -2.7023 -0.01 0.00 0.01
H 3.3744 -4.1294 -2.4409 0.00 0.00 0.01
H 4.3830 -3.3692 -0.2841 0.00 0.00 0.00
H 2.9582 -2.5152 1.4716 -0.01 -0.01 -0.02
O -0.5590 5.1166 -6.0586 0.01 -0.01 0.03
N 0.3039 4.2670 -6.1539 0.01 0.09 0.01
O 1.1076 4.1875 -7.0509 -0.02 -0.05 -0.04
C 0.4159 3.2724 -5.0601 0.04 -0.09 0.06
C 1.6108 2.6680 -4.9392 0.02 0.06 -0.03
C 1.8597 1.7454 -3.8788 0.01 -0.02 0.06
C 3.1153 1.1278 -3.7246 0.00 0.02 -0.02
C 3.3145 0.2695 -2.6785 0.00 -0.01 0.00
C 2.2560 0.0488 -1.7899 -0.08 0.02 0.01
N 1.0670 0.6164 -1.9107 0.12 0.05 -0.20
C 0.8526 1.4534 -2.9527 0.07 -0.01 -0.03
C -0.4606 2.0564 -3.1273 -0.05 -0.01 0.01
N -1.4445 1.6829 -2.2715 0.08 0.17 -0.21
C -2.6451 2.2064 -2.4242 0.03 -0.09 0.03
C -2.9659 3.1218 -3.4232 0.00 0.02 -0.03
C -1.9866 3.5079 -4.3007 0.02 -0.04 0.01
C -0.6845 2.9791 -4.1720 -0.09 0.02 0.01
H 2.3965 2.9023 -5.6449 -0.01 0.00 0.01
H 3.9030 1.3405 -4.4367 0.00 -0.01 0.01
H 4.2584 -0.2338 -2.5247 0.00 0.00 0.00
H 2.3860 -0.6284 -0.9506 0.00 0.01 0.00
H -3.4045 1.8731 -1.7210 0.00 0.02 0.00
H -3.9698 3.5128 -3.5079 0.00 -0.01 0.00
H -2.2070 4.2104 -5.0860 0.00 0.01 -0.01
N -7.0056 -0.4643 1.9445 0.02 0.00 0.02
C -5.5920 0.0354 2.1530 0.07 -0.03 -0.01
C -4.7789 -0.0438 0.8591 -0.01 -0.21 0.14
N -3.3955 0.3430 1.0614 0.08 0.29 -0.11
H -7.5543 -0.3950 2.8053 0.00 -0.01 0.00
H -7.0114 -1.4460 1.6561 0.00 0.00 0.00
H -7.4933 0.0732 1.2241 -0.01 0.00 0.00
H -5.1492 -0.5925 2.9252 -0.01 0.00 0.01
H -5.6664 1.0553 2.5261 -0.04 0.00 0.00
H -5.2307 0.5796 0.0831 0.01 0.04 0.03
H -4.7926 -1.0748 0.4940 -0.01 0.02 -0.04
H -2.9115 -0.2784 1.7093 0.02 0.00 0.02
H -3.3209 1.2909 1.4173 0.00 -0.01 0.05
```
Positions in Å, forces in eV/Å.

Summary:
- Net charge: +2
- Orbital gap: 0.1937 hartree
- Calculated total energy: -65964.75644 eV
- Spin multiplicity: 1
- Highest occupied orbital energy: -10.889 eV


Entry 2:
A molecular structure, C41H41Br4CaN7O4S2Si, computed with ωB97M-V/def2-TZVPD.

```
101
Properties=species:S:1:pos:R:3:forces:R:3
Ca 0.1384 1.1296 0.5377 0.84 -1.38 -0.58
C 2.3590 -0.3302 0.6558 0.01 0.17 -0.15
Si 2.6266 -2.0564 0.3300 -0.12 -0.18 0.13
C 2.8842 -2.5211 -1.4997 -0.01 -0.11 -0.01
N 2.2285 -1.6301 -2.4422 0.07 0.05 -0.03
C 2.6764 -1.7590 -3.8091 -0.06 -0.04 -0.03
C 2.2424 -3.0807 -4.4800 0.01 0.00 -0.05
C 0.8879 -3.5434 -3.9203 0.00 -0.02 0.03
C 0.0572 -2.3430 -3.4787 -0.04 0.01 -0.03
C 0.7682 -1.5941 -2.3392 0.04 0.00 0.00
C 1.1709 -3.0853 1.0165 -0.05 0.04 0.11
C 0.3727 -2.4982 2.0055 -0.01 -0.03 -0.03
C -0.6723 -3.1956 2.5985 0.00 0.06 0.02
C -0.9730 -4.4890 2.1924 0.00 0.00 0.00
C -0.2046 -5.0870 1.2019 0.01 0.03 0.00
C 0.8613 -4.3933 0.6385 -0.02 0.00 -0.03
C 4.1328 -2.9505 1.1401 0.08 -0.02 -0.04
C 4.0314 -3.9135 2.1465 -0.01 -0.04 0.00
C 5.1561 -4.4898 2.7302 0.00 0.01 -0.01
C 6.4261 -4.1182 2.3150 0.00 0.01 -0.01
C 6.5588 -3.1579 1.3183 -0.02 -0.01 0.01
C 5.4283 -2.5879 0.7504 0.02 0.03 0.02
H 2.9592 0.3413 0.0303 0.01 -0.04 0.01
H 2.5129 -0.0726 1.7106 -0.07 0.08 -0.02
H 2.5970 -3.5855 -1.6264 0.07 0.00 -0.05
H 3.9631 -2.4914 -1.6892 0.00 0.07 0.00
H 3.7642 -1.6519 -3.8350 0.01 -0.02 -0.01
H 2.2697 -0.9156 -4.3784 -0.04 0.00 0.04
H 2.9985 -3.8566 -4.3307 0.00 0.00 0.03
H 2.1649 -2.9238 -5.5622 0.02 0.00 0.01
H 1.0453 -4.1906 -3.0526 0.01 0.00 0.00
H 0.3547 -4.1466 -4.6605 -0.01 0.02 -0.01
H -0.9355 -2.6471 -3.1410 0.01 0.01 0.01
H -0.1014 -1.6717 -4.3321 0.04 -0.02 0.01
H 0.4875 -2.0397 -1.3825 -0.02 -0.02 -0.07
H 0.4309 -0.5562 -2.3182 -0.03 0.10 -0.01
H 0.5650 -1.4724 2.3102 0.00 -0.04 0.02
H -1.2493 -2.7152 3.3824 -0.02 -0.02 -0.01
H -1.8001 -5.0269 2.6430 0.00 0.00 -0.01
H -0.4344 -6.0938 0.8702 0.00 0.00 0.00
H 1.4608 -4.8877 -0.1212 0.00 0.00 0.01
H 3.0490 -4.2235 2.4875 0.01 0.01 -0.01
H 5.0374 -5.2303 3.5140 0.00 0.00 0.00
H 7.3047 -4.5647 2.7674 0.00 0.00 0.00
H 7.5453 -2.8463 0.9919 0.00 -0.01 0.00
H 5.5581 -1.8179 -0.0055 -0.02 -0.01 0.00
N -1.0170 8.7056 -0.8766 -0.01 0.01 0.00
C -1.2334 7.3153 -0.8811 0.04 0.00 0.02
C -0.3855 6.4724 -0.1641 0.01 0.02 0.01
C -0.6151 5.1099 -0.1285 -0.08 0.00 0.06
C -1.7096 4.5837 -0.8084 0.11 0.09 0.06
C -2.5580 5.4079 -1.5256 0.01 0.07 -0.02
C -2.3222 6.7743 -1.5595 -0.04 -0.04 -0.03
S -1.9933 2.8448 -0.7339 -0.20 0.18 0.05
O -1.7552 2.4718 0.6626 -0.60 0.12 -0.13
O -3.3101 2.5976 -1.2581 -0.02 -0.04 0.01
N -0.7788 2.1350 -1.4828 -0.03 0.29 -0.72
C -0.5223 2.4083 -2.7927 0.06 -0.04 0.39
N -1.3563 3.1859 -3.5131 0.07 0.00 -0.17
C -1.0155 3.4187 -4.7726 -0.07 0.00 0.12
C 0.1229 2.9027 -5.3616 0.06 -0.03 -0.03
C 0.9192 2.1201 -4.5314 -0.03 0.01 0.05
N 0.6274 1.8743 -3.2705 -0.09 -0.07 -0.07
H -0.0621 8.9580 -0.6743 0.01 -0.01 0.02
H -1.3384 9.1665 -1.7135 -0.02 -0.01 -0.02
H 0.4539 6.8803 0.3882 -0.01 0.00 -0.02
H 0.0511 4.4620 0.4362 -0.02 0.00 -0.06
H -3.3913 4.9697 -2.0579 0.01 -0.02 0.02
H -2.9892 7.4290 -2.1112 0.00 -0.01 0.00
H -1.6936 4.0537 -5.3388 -0.01 0.00 0.02
H 0.3809 3.0977 -6.3929 0.00 0.00 0.01
H 1.8414 1.6781 -4.9019 0.00 -0.01 0.01
Br -0.8404 3.9699 6.9441 0.00 0.01 -0.02
C -0.1694 3.6051 5.2045 -0.05 -0.08 0.03
C 0.6232 4.5200 4.5565 0.09 0.04 -0.04
Br 1.0775 6.1740 5.3702 -0.02 -0.01 -0.01
C 1.1089 4.2034 3.2774 0.01 0.01 -0.01
Br 2.2387 5.4115 2.3352 0.01 -0.02 0.02
C 0.8213 3.0081 2.6054 -0.02 0.19 0.19
O 1.2641 2.7763 1.4187 0.03 0.22 0.26
C -0.0193 2.0140 3.2937 0.01 0.38 0.17
O -0.2965 0.8876 2.7127 -0.14 0.21 0.46
C -0.4724 2.3853 4.5645 0.09 -0.20 0.06
Br -1.4838 1.0733 5.4981 -0.07 -0.13 -0.05
C -4.0160 -1.0742 3.9776 -0.02 0.04 -0.04
C -4.2027 -1.3803 2.5335 0.02 -0.01 -0.04
C -5.2750 -2.0624 2.0376 0.04 0.03 0.00
C -5.3086 -2.2893 0.6446 -0.12 -0.06 -0.02
N -4.3504 -1.9390 -0.1683 0.12 0.08 0.04
C -3.2451 -1.2961 0.3243 -0.08 -0.23 -0.04
S -1.9434 -0.9459 -0.6276 0.02 0.10 0.04
N -3.2437 -0.9825 1.6736 0.06 0.14 0.06
C -6.5069 -2.9504 0.0219 0.01 0.00 0.00
H -4.9610 -1.1806 4.5070 0.02 0.01 0.01
H -3.6282 -0.0673 4.1090 0.05 0.06 0.08
H -3.2898 -1.7652 4.4103 0.04 0.04 0.00
H -6.0661 -2.3943 2.6930 -0.01 0.00 -0.01
H -2.4522 -0.4342 2.0151 0.03 -0.06 0.01
H -7.1408 -3.4273 0.7693 0.01 0.00 0.00
H -6.1815 -3.6851 -0.7127 0.01 0.01 0.00
H -7.0950 -2.1967 -0.5053 0.00 0.00 0.01
```
Positions in Å, forces in eV/Å.

Summary:
- Net charge: -2
- Orbital gap: 0.2057 hartree
- Calculated total energy: -389966.57796 eV
- Spin multiplicity: 1
- Highest occupied orbital energy: -1.785 eV


Number 1: LUMO level -5.6192 eV, maximum force 0.6 eV/Å. Number 2: LUMO level 3.8118 eV, maximum force 1.7 eV/Å.